[1]
Below is a cluster of 2 separate species, C14H16 in total, with properties calculated with ωB97M-V with the def2-TZVPD basis set.

Cartesian coordinates (Å):
C 2.32812 -0.39916 -0.06303
C 2.25175 0.02279 -1.49794
C 2.35646 1.36415 -1.85181
C 2.37143 1.73413 -3.19029
C 2.18422 0.77596 -4.17041
C 1.93774 -0.54348 -3.81879
C 2.07545 -0.92253 -2.49039
H 3.08929 0.10140 0.52880
H 2.46249 -1.47025 0.08093
H 1.40084 -0.22305 0.49519
H 2.55938 2.17985 -1.17166
H 2.66347 2.72547 -3.49611
H 2.16050 1.08880 -5.20365
H 1.86143 -1.27377 -4.60730
H 2.09215 -1.98560 -2.27200
C -1.79998 -1.72828 4.20709
C -2.13098 -0.83097 3.03923
C -1.99425 -1.30169 1.74231
C -2.25285 -0.43714 0.68597
C -2.46415 0.91294 0.87480
C -2.49657 1.39546 2.18672
C -2.42804 0.51815 3.25258
H -2.30315 -1.48189 5.14474
H -0.75866 -1.53266 4.47618
H -1.94977 -2.78042 3.98516
H -1.78446 -2.34727 1.57451
H -2.15965 -0.86588 -0.30541
H -2.83911 1.48964 0.03506
H -2.84429 2.41376 2.32555
H -2.49225 0.94423 4.24321

- Structure (SMILES): Cc1ccccc1.Cc1ccccc1
- Calculated total energy: -543.05354 hartree
- Spin multiplicity: 1
- Gap between HOMO and LUMO: 9.89 eV
- Relative energy (zero: lowest compared OMol25 entry of this formula, charge and spin): 50.8 kJ/mol
- Charge: 0
- E_HOMO: -8.99 eV

---

[2]
Below is a cluster of 2 separate species, C14H16 in total, with properties calculated with ωB97M-V with the def2-TZVPD basis set.

Cartesian coordinates (Å):
C -3.31775 -2.77461 -0.20547
C -2.59231 -1.57820 -0.76282
C -1.52523 -1.01592 -0.07164
C -0.74085 -0.03844 -0.67424
C -1.15554 0.52614 -1.86642
C -2.27045 0.02075 -2.53407
C -2.98444 -1.03526 -1.98639
H -3.37774 -3.57377 -0.94500
H -4.34271 -2.56012 0.10038
H -2.80100 -3.20578 0.65516
H -1.26866 -1.38298 0.91158
H 0.13263 0.39302 -0.20619
H -0.56478 1.26521 -2.39382
H -2.52985 0.42422 -3.50858
H -3.75657 -1.55450 -2.54216
C 1.96636 0.04983 3.02728
C 2.23665 0.72924 1.70862
C 1.82070 2.06168 1.55139
C 1.93048 2.71394 0.34122
C 2.35483 2.01151 -0.79592
C 2.78354 0.71849 -0.62050
C 2.74623 0.06263 0.61390
H 2.23744 -1.00236 3.00619
H 0.90410 0.15124 3.25090
H 2.51282 0.55797 3.82714
H 1.42748 2.64505 2.38221
H 1.67764 3.76715 0.29133
H 2.27456 2.41229 -1.79376
H 3.04977 0.13730 -1.49442
H 3.17265 -0.92573 0.73409

- Structure (SMILES): Cc1ccccc1.Cc1ccccc1
- Calculated total energy: -543.06437 hartree
- Spin multiplicity: 1
- Gap between HOMO and LUMO: 9.81 eV
- Relative energy (zero: lowest compared OMol25 entry of this formula, charge and spin): 22.3 kJ/mol
- Charge: 0
- E_HOMO: -8.87 eV

---

[3]
Below is a cluster of 2 separate species, C14H16 in total, with properties calculated with ωB97M-V with the def2-TZVPD basis set.

Cartesian coordinates (Å):
C -2.21863 -0.58900 -0.34907
C -2.32436 0.33051 0.75800
C -3.58405 0.45156 1.56962
C -3.83124 1.56341 2.28021
C -2.85589 2.57870 2.47291
C -1.60009 2.28021 2.01399
C -1.38693 1.26935 1.06689
H -1.59234 -1.42258 -0.07206
H -1.79440 -0.06067 -1.24897
H -3.26010 -1.06720 -0.44476
H -4.45774 -0.31731 1.37017
H -4.78413 1.94118 2.67299
H -3.02536 3.52430 3.00347
H -0.76108 2.82267 2.29093
H -0.32104 1.13226 0.81676
C 1.71822 0.31942 -2.67038
C 2.14459 -0.58295 -1.61113
C 1.41005 -1.70063 -1.21169
C 2.06227 -2.42260 -0.17546
C 3.37375 -2.27035 0.23934
C 4.05754 -1.09163 -0.22901
C 3.52680 -0.31471 -1.23420
H 0.63617 0.23635 -3.17853
H 2.20864 0.41137 -3.59433
H 1.70770 1.31977 -2.33536
H 0.55380 -1.93864 -1.74105
H 1.35390 -3.17617 0.28438
H 3.87668 -2.79043 1.03192
H 5.09127 -0.93086 -0.08427
H 4.07602 0.49465 -1.69131

- Structure (SMILES): Cc1ccccc1.Cc1ccccc1
- Calculated total energy: -542.97282 hartree
- Spin multiplicity: 1
- Gap between HOMO and LUMO: 9.58 eV
- Relative energy (zero: lowest compared OMol25 entry of this formula, charge and spin): 262.7 kJ/mol
- Charge: 0
- E_HOMO: -8.69 eV

---

[4]
Below is a cluster of 2 separate species, C14H16 in total, with properties calculated with ωB97M-V with the def2-TZVPD basis set.

Cartesian coordinates (Å):
C 2.57066 -4.14397 -0.56978
C 2.81928 -0.44250 -0.14782
C 2.54136 -0.06214 -1.50063
C 2.94813 -1.76481 0.14945
C 2.67811 -2.72200 -0.86244
C 2.48494 -0.95426 -2.55509
C 2.66092 -2.29182 -2.23534
H 2.93580 0.31793 0.60556
H 2.25844 0.98178 -1.63186
H 3.07864 -2.11505 1.17014
H 2.15242 -0.73002 -3.55447
H 1.95065 -4.70430 -1.26261
H 2.39034 -4.37675 0.48327
H 2.85094 -2.95785 -3.07048
H 3.54073 -4.65086 -0.69631
C -1.42956 2.95017 2.64043
C -4.41567 1.84517 0.63308
C -3.63705 2.38651 1.64757
C -3.83511 1.13457 -0.40683
C -2.24924 2.27884 1.56519
C -2.45594 1.05016 -0.51745
C -1.68103 1.60322 0.49320
H -5.48957 1.96652 0.59422
H -4.06823 2.95164 2.47006
H -4.49933 0.76748 -1.17219
H -1.96561 0.74310 -1.43049
H -1.63954 4.01700 2.69142
H -0.34367 2.88720 2.46739
H -0.60072 1.61330 0.42167
H -1.55108 2.42172 3.58113

- Calculated total energy: -542.73031 hartree
- Spin multiplicity: 2
- Gap between HOMO and LUMO (alpha / beta): 6.55 / 2.91 eV
- Relative energy (zero: lowest compared OMol25 entry of this formula, charge and spin): 61.1 kJ/mol
- Charge: +1
- E_HOMO (alpha / beta): -11.06 / -11.06 eV
- ⟨S²⟩: 0.768

---

[5]
Below is a structure of composition C14H16AgBr2N2OPSe2, with properties calculated with ωB97M-V with the def2-TZVPD basis set.

Cartesian coordinates (Å):
Ag 0.71019 -2.15449 1.56515
Br -0.06077 -4.18544 3.44273
C 1.85935 -4.26235 3.61771
Br 2.68553 -4.35823 1.87939
H 2.12735 -5.13657 4.20470
H 2.18898 -3.32861 4.06363
Se 1.53738 -0.53498 -0.51306
P -0.59112 -0.10880 -0.48602
Se -1.69159 -0.86035 1.21807
C -1.39202 -0.66710 -2.03378
C -2.77976 -0.67748 -2.11495
C -3.39102 -1.01521 -3.30804
C -2.62453 -1.34845 -4.41342
C -1.24272 -1.34832 -4.32573
C -0.62397 -1.00188 -3.13803
C -0.83244 1.70328 -0.58303
C 0.17797 2.52546 -1.06041
C -0.01281 3.89465 -1.09752
C -1.21303 4.43815 -0.67078
C -2.22898 3.61475 -0.21382
C -2.04204 2.24621 -0.16888
H -3.37762 -0.43782 -1.24553
H -4.46892 -1.00705 -3.38161
H -3.10759 -1.61360 -5.34215
H -0.64523 -1.60651 -5.18702
H 0.45498 -0.99230 -3.06114
H 1.11267 2.09043 -1.38810
H 0.77546 4.53802 -1.45876
H -1.35755 5.50730 -0.68766
H -3.16838 4.03801 0.11053
H -2.82295 1.59867 0.20870
N 2.62809 0.73237 3.91982
C 2.98996 -0.36375 3.21570
N 4.21234 -0.34283 2.63734
O 2.29019 -1.37627 3.21060
H 3.12236 1.60405 3.83591
H 1.68750 0.75318 4.27501
H 4.69664 0.52593 2.49026
H 4.41811 -1.08207 1.98419

- Calculated total energy: -11167.15930 hartree
- Spin multiplicity: 1
- Gap between HOMO and LUMO: 7.51 eV
- Charge: 0
- E_HOMO: -7.22 eV

---

[6]
Below is a structure of composition C14H16B2Br2Cr2N4O24, with properties calculated with ωB97M-V with the def2-TZVPD basis set.

Cartesian coordinates (Å):
Cr -2.71225 -3.54929 1.66032
Cr 3.87093 3.66472 2.01615
O -1.51058 -2.40121 0.41536
C -0.55634 -1.68566 -0.01428
O -0.33796 -0.42696 0.23593
B 0.65672 0.13755 -0.71703
O 1.05348 -1.01505 -1.51245
C 0.33933 -2.08119 -1.20350
O 0.25742 -3.20189 -1.75640
O 1.78983 0.70811 0.08738
C 1.76681 1.98096 -0.02362
O 2.40298 2.74967 0.62383
C 0.76890 2.37356 -1.14827
O 0.16435 1.26567 -1.52349
O 0.58392 3.55471 -1.53825
O -1.22621 -3.18018 3.14575
C -0.37246 -2.39562 3.66537
O -0.43398 -1.08369 3.56663
B 0.79460 -0.46000 4.11225
O 1.51677 -1.59216 4.69258
C 0.90171 -2.69470 4.48350
O 1.32941 -3.82079 4.76569
O 0.49899 0.50633 5.18503
C 1.30754 1.53160 5.03412
O 1.38308 2.44549 5.85494
C 2.06685 1.40875 3.71651
O 1.60805 0.33161 3.16538
O 2.85155 2.21583 3.26281
Br -2.05548 -3.19137 -5.26111
C -0.29469 -2.37443 -5.51729
C -0.40555 -0.94188 -5.01075
Br 1.20622 0.05282 -5.48773
H -0.11100 -2.42146 -6.59067
H 0.50168 -2.92410 -5.01553
H -0.33544 -0.91892 -3.92325
H -1.31364 -0.42085 -5.31408
C -0.02171 -6.82555 0.10649
N -0.09293 -5.53117 0.77512
O 0.90411 -4.85085 0.95946
O -1.22911 -5.24630 1.17935
H -0.53814 -6.70898 -0.84630
H -0.44097 -7.51072 0.84329
H 1.03844 -6.94833 -0.11513
C -6.50802 -1.20926 0.50916
N -5.15185 -1.62782 -0.03471
O -5.02022 -1.52489 -1.25524
O -4.38286 -2.21402 0.72481
H -7.37437 -1.74856 0.12616
H -6.65398 -0.13638 0.38381
H -6.55399 -1.32381 1.59215
C 1.54728 3.29960 -4.61910
N 2.79694 3.30143 -3.75267
O 3.21377 2.16068 -3.41481
O 3.46653 4.30846 -3.75985
H 1.84284 2.80301 -5.54330
H 1.22856 4.34058 -4.67278
H 0.75665 2.74316 -4.11572
C 1.48314 7.57257 2.53996
N 1.08094 6.15795 2.16484
O -0.08525 5.83369 2.47813
O 1.92236 5.35093 1.77483
H 2.41415 7.31881 3.04683
H 0.79286 8.04627 3.23798
H 1.60936 8.02332 1.55559

- Calculated total energy: -9853.92745 hartree
- Spin multiplicity: 9
- Gap between HOMO and LUMO (alpha / beta): 3.83 / 5.36 eV
- Charge: +2
- E_HOMO (alpha / beta): -13.43 / -13.43 eV
- ⟨S²⟩: 20.017

---

[7]
Below is a structure of composition C14H16BrN2O7P2Rh, with properties calculated with ωB97M-V with the def2-TZVPD basis set.

Cartesian coordinates (Å):
Rh 0.20226 -0.04827 0.31259
C 0.06132 -4.29701 -2.26654
C -0.00675 -3.36520 -1.06401
O -0.59124 -3.98416 0.08235
P 1.60927 -2.86344 -0.41872
O 2.48443 -2.55384 -1.67490
O 2.32690 -4.03944 0.29844
O 1.40173 -1.68373 0.48749
P -1.02336 -1.86799 -1.36864
O 0.07986 -0.62350 -1.70784
O -2.11328 -2.05186 -2.30183
O -1.29313 -1.24749 0.05879
H 0.62306 -5.19430 -2.00728
H 0.53288 -3.81808 -3.12422
H -0.95447 -4.56638 -2.56084
H -1.22001 -4.65858 -0.20601
H 3.44896 -2.61838 -1.60396
H 2.10909 -4.20467 1.22836
H 0.13467 -0.28727 -2.61407
Br 0.24471 -4.11691 6.52188
C 0.18679 -2.77122 5.21569
C 0.66325 -1.49752 5.51466
C 0.62315 -0.50606 4.55420
C 0.09660 -0.78482 3.29314
C -0.35712 -2.06269 2.98270
C -0.31819 -3.05007 3.95236
N 0.01401 0.24038 2.29930
C -0.16431 1.47411 2.61556
C -0.26938 2.47955 1.55193
C -0.43232 3.82398 1.79747
C -0.53181 4.69350 0.71052
C -0.46070 4.19161 -0.57442
C -0.30006 2.82396 -0.75106
N -0.19961 1.98981 0.28121
H 1.07902 -1.29023 6.49059
H 1.05098 0.45760 4.80051
H -0.78588 -2.29053 2.01639
H -0.69565 -4.03777 3.72620
H -0.29551 1.76118 3.65297
H -0.48495 4.19438 2.81196
H -0.66668 5.75394 0.87683
H -0.53891 4.83724 -1.43704
H -0.25472 2.38186 -1.73692

- Calculated total energy: -4546.17400 hartree
- Spin multiplicity: 1
- Gap between HOMO and LUMO: 5.44 eV
- Charge: +2
- E_HOMO: -14.21 eV

---

Please write out number 6 again, unchanged.
Below is a structure of composition C14H16B2Br2Cr2N4O24, with properties calculated with ωB97M-V with the def2-TZVPD basis set.

Cartesian coordinates (Å):
Cr -2.71225 -3.54929 1.66032
Cr 3.87093 3.66472 2.01615
O -1.51058 -2.40121 0.41536
C -0.55634 -1.68566 -0.01428
O -0.33796 -0.42696 0.23593
B 0.65672 0.13755 -0.71703
O 1.05348 -1.01505 -1.51245
C 0.33933 -2.08119 -1.20350
O 0.25742 -3.20189 -1.75640
O 1.78983 0.70811 0.08738
C 1.76681 1.98096 -0.02362
O 2.40298 2.74967 0.62383
C 0.76890 2.37356 -1.14827
O 0.16435 1.26567 -1.52349
O 0.58392 3.55471 -1.53825
O -1.22621 -3.18018 3.14575
C -0.37246 -2.39562 3.66537
O -0.43398 -1.08369 3.56663
B 0.79460 -0.46000 4.11225
O 1.51677 -1.59216 4.69258
C 0.90171 -2.69470 4.48350
O 1.32941 -3.82079 4.76569
O 0.49899 0.50633 5.18503
C 1.30754 1.53160 5.03412
O 1.38308 2.44549 5.85494
C 2.06685 1.40875 3.71651
O 1.60805 0.33161 3.16538
O 2.85155 2.21583 3.26281
Br -2.05548 -3.19137 -5.26111
C -0.29469 -2.37443 -5.51729
C -0.40555 -0.94188 -5.01075
Br 1.20622 0.05282 -5.48773
H -0.11100 -2.42146 -6.59067
H 0.50168 -2.92410 -5.01553
H -0.33544 -0.91892 -3.92325
H -1.31364 -0.42085 -5.31408
C -0.02171 -6.82555 0.10649
N -0.09293 -5.53117 0.77512
O 0.90411 -4.85085 0.95946
O -1.22911 -5.24630 1.17935
H -0.53814 -6.70898 -0.84630
H -0.44097 -7.51072 0.84329
H 1.03844 -6.94833 -0.11513
C -6.50802 -1.20926 0.50916
N -5.15185 -1.62782 -0.03471
O -5.02022 -1.52489 -1.25524
O -4.38286 -2.21402 0.72481
H -7.37437 -1.74856 0.12616
H -6.65398 -0.13638 0.38381
H -6.55399 -1.32381 1.59215
C 1.54728 3.29960 -4.61910
N 2.79694 3.30143 -3.75267
O 3.21377 2.16068 -3.41481
O 3.46653 4.30846 -3.75985
H 1.84284 2.80301 -5.54330
H 1.22856 4.34058 -4.67278
H 0.75665 2.74316 -4.11572
C 1.48314 7.57257 2.53996
N 1.08094 6.15795 2.16484
O -0.08525 5.83369 2.47813
O 1.92236 5.35093 1.77483
H 2.41415 7.31881 3.04683
H 0.79286 8.04627 3.23798
H 1.60936 8.02332 1.55559

- Calculated total energy: -9853.92745 hartree
- Spin multiplicity: 9
- Gap between HOMO and LUMO (alpha / beta): 3.83 / 5.36 eV
- Charge: +2
- E_HOMO (alpha / beta): -13.43 / -13.43 eV
- ⟨S²⟩: 20.017

---

- The highest calculated total energy belongs to which entry?
  number 4

---

- Among the records above, which one has the lowest calculated total energy?
  C14H16AgBr2N2OPSe2